*i*
The following is a DFT calculation (ωB97M-V with the def2-TZVPD basis set) of 2 unconnected molecules or ions with the total composition C5H10N2O.

Results
Spin multiplicity: 1
SMILES: C[N@@H+]1C[C@]1(C)[O-].C#N
Kohn-Sham gap in eV: 7.94
HOMO level in eV: -7.33

Geometry (Å):
C1 -0.06 -0.93 -0.77
C2 0.88 1.27 -1.25
C3 -2.11 -0.28 0.91
N1 0.30 0.36 -0.26
C4 -1.48 0.26 -0.34
C5 2.21 -0.66 1.59
N2 2.14 -1.68 1.03
O1 -2.04 0.99 -1.11
H1 -0.17 -1.71 -0.02
H2 0.45 -1.19 -1.69
H3 0.22 1.38 -2.11
H4 0.98 2.25 -0.80
H5 1.81 0.85 -1.64
H6 -1.40 -0.24 1.74
H7 -3.01 0.28 1.14
H8 -2.38 -1.32 0.76
H9 0.98 0.30 0.60
H10 2.67 0.08 2.21

Per-atom natural (NBO) charges, elementary charge units: atom 1 (C): -0.432, atom 2 (C): -0.421, atom 3 (C): -0.702, atom 4 (N): -0.525, atom 5 (C): 0.652, atom 6 (C): -0.019, atom 7 (N): -0.261, atom 8 (O): -0.629, atom 9 (H): 0.208, atom 10 (H): 0.194, atom 11 (H): 0.236, atom 12 (H): 0.208, atom 13 (H): 0.196, atom 14 (H): 0.214, atom 15 (H): 0.238, atom 16 (H): 0.236, atom 17 (H): 0.358, atom 18 (H): 0.251

---

*ii*
The following is a DFT calculation (ωB97M-V with the def2-TZVPD basis set) of a single C5H10N2O molecule.

Results
Spin multiplicity: 1
SMILES: C=C(C(N)=O)[C@@H](C)N
Kohn-Sham gap in eV: 10.16
HOMO level in eV: -9.35

Geometry (Å):
C1 -0.63 0.58 0.06
C2 -0.55 0.91 -1.43
C3 1.64 -0.54 -0.04
C4 0.08 -0.67 0.42
N1 2.31 0.51 0.50
N2 -2.07 0.25 0.52
C5 -0.28 -1.82 0.95
O1 2.18 -1.36 -0.75
H1 -0.31 1.42 0.68
H2 3.31 0.53 0.39
H3 1.88 1.11 1.17
H4 -2.54 -0.39 -0.12
H5 -2.62 1.10 0.62
H6 -1.15 1.79 -1.65
H7 -0.93 0.07 -2.02
H8 0.48 1.09 -1.73
H9 0.47 -2.59 1.11
H10 -1.27 -1.98 1.32

Per-atom natural (NBO) charges, elementary charge units: atom 1 (C): -0.093, atom 2 (C): -0.616, atom 3 (C): 0.657, atom 4 (C): -0.082, atom 5 (N): -0.838, atom 6 (N): -0.854, atom 7 (C): -0.360, atom 8 (O): -0.609, atom 9 (H): 0.198, atom 10 (H): 0.405, atom 11 (H): 0.392, atom 12 (H): 0.359, atom 13 (H): 0.360, atom 14 (H): 0.214, atom 15 (H): 0.216, atom 16 (H): 0.219, atom 17 (H): 0.216, atom 18 (H): 0.215

---

Energies in kcal/mol, measured from the most stable structure: *i* 87.4; *ii* 0.0.

---

*i*
The following is a DFT calculation (ωB97M-V with the def2-TZVPD basis set) of a single C5H10N2O molecule.

Results
Spin multiplicity: 1
SMILES: C/C=C\N(C)C(N)=O
Kohn-Sham gap in eV: 9.06
HOMO level in eV: -8.30

Geometry (Å):
C1 2.91 0.28 -0.53
C2 2.06 -0.72 0.19
C3 0.76 -0.84 0.32
C4 0.06 1.53 0.44
C5 -1.51 -0.30 -0.09
H1 2.33 0.74 -1.30
H2 3.23 1.08 0.14
H3 3.80 -0.19 -0.87
H4 2.71 -1.47 0.73
H5 0.21 -1.73 0.67
H6 -0.25 2.19 -0.34
H7 -0.42 1.81 1.39
H8 1.14 1.72 0.60
H9 -2.34 1.66 -0.05
H10 -3.39 0.34 -0.22
N1 -0.19 0.14 0.05
N2 -2.44 0.70 -0.35
O1 -1.79 -1.47 -0.09

Per-atom natural (NBO) charges, elementary charge units: atom 1 (C): -0.649, atom 2 (C): -0.246, atom 3 (C): -0.016, atom 4 (C): -0.421, atom 5 (C): 0.792, atom 6 (H): 0.213, atom 7 (H): 0.206, atom 8 (H): 0.224, atom 9 (H): 0.205, atom 10 (H): 0.235, atom 11 (H): 0.200, atom 12 (H): 0.193, atom 13 (H): 0.228, atom 14 (H): 0.391, atom 15 (H): 0.401, atom 16 (N): -0.476, atom 17 (N): -0.850, atom 18 (O): -0.628

---

*ii*
The following is a DFT calculation (ωB97M-V with the def2-TZVPD basis set) of 2 unconnected molecules or ions with the total composition C5H10N2O.

Results
Spin multiplicity: 1
SMILES: [H]/N=C/C(C)=O.C=NC
Kohn-Sham gap (alpha / beta) in eV: 8.07 / 8.07
HOMO level (alpha / beta) in eV: -8.98 / -8.98

Geometry (Å):
C1 0.48 -0.89 -1.35
C2 1.95 -0.31 0.53
C3 -1.49 -0.75 0.73
N1 1.36 -0.10 -0.75
C4 -1.23 0.01 -0.57
C5 -0.53 1.48 -0.21
N2 -0.18 1.84 0.94
O1 -2.14 0.19 -1.39
H1 0.03 2.83 1.01
H2 0.21 -0.54 -2.35
H3 0.56 -1.97 -1.28
H4 -0.70 2.14 -1.06
H5 2.52 0.57 0.83
H6 1.21 -0.44 1.32
H7 2.59 -1.21 0.51
H8 -0.56 -1.15 1.12
H9 -1.97 -0.08 1.44
H10 -2.12 -1.61 0.53

Per-atom natural (NBO) charges, elementary charge units: atom 1 (C): -0.165, atom 2 (C): -0.471, atom 3 (C): -0.692, atom 4 (N): -0.289, atom 5 (C): 0.474, atom 6 (C): 0.101, atom 7 (N): -0.676, atom 8 (O): -0.547, atom 9 (H): 0.351, atom 10 (H): 0.216, atom 11 (H): 0.188, atom 12 (H): 0.163, atom 13 (H): 0.216, atom 14 (H): 0.231, atom 15 (H): 0.205, atom 16 (H): 0.211, atom 17 (H): 0.258, atom 18 (H): 0.226

---

*iii*
The following is a DFT calculation (ωB97M-V with the def2-TZVPD basis set) of a single C5H10N2O molecule.

Results
Spin multiplicity: 1
SMILES: [H]/N=C(\C)C(=O)N(C)C
Kohn-Sham gap in eV: 10.24
HOMO level in eV: -9.45

Geometry (Å):
C1 -1.64 0.53 -1.66
C2 0.76 0.90 -1.26
C3 0.39 -0.16 2.31
N1 -0.48 0.25 -0.84
C4 -0.53 -0.84 0.03
C5 0.61 -0.98 1.00
N2 1.71 -1.57 0.68
O1 -1.50 -1.58 0.19
H1 2.33 -1.65 1.50
H2 -1.56 0.01 -2.62
H3 -1.75 1.60 -1.88
H4 -2.58 0.20 -1.22
H5 1.59 0.71 -0.59
H6 0.60 1.98 -1.27
H7 1.01 0.56 -2.27
H8 -0.48 -0.58 2.82
H9 0.27 0.91 2.13
H10 1.27 -0.31 2.95

Per-atom natural (NBO) charges, elementary charge units: atom 1 (C): -0.418, atom 2 (C): -0.407, atom 3 (C): -0.680, atom 4 (N): -0.433, atom 5 (C): 0.622, atom 6 (C): 0.252, atom 7 (N): -0.606, atom 8 (O): -0.595, atom 9 (H): 0.333, atom 10 (H): 0.192, atom 11 (H): 0.199, atom 12 (H): 0.238, atom 13 (H): 0.228, atom 14 (H): 0.195, atom 15 (H): 0.196, atom 16 (H): 0.240, atom 17 (H): 0.231, atom 18 (H): 0.213

---

*iv*
The following is a DFT calculation (ωB97M-V with the def2-TZVPD basis set) of a molecular structure, C5H10N2O.

Results
Spin multiplicity: 1
Kohn-Sham gap (alpha / beta) in eV: 8.21 / 8.21
HOMO level (alpha / beta) in eV: -8.69 / -8.69

Geometry (Å):
C1 0.32 -0.13 -1.01
C2 0.58 0.52 -2.32
C3 -0.61 -1.56 1.57
C4 0.12 0.59 0.24
C5 0.07 -0.21 1.54
O1 -1.51 0.40 -0.61
N1 0.62 1.80 0.36
N2 0.61 0.22 2.59
H1 -2.04 -0.22 -0.09
H2 0.65 -1.16 -0.94
H3 0.63 2.32 -0.52
H4 1.03 1.14 2.42
H5 0.19 -0.12 -3.11
H6 0.10 1.50 -2.40
H7 1.65 0.62 -2.48
H8 -1.69 -1.43 1.67
H9 -0.44 -2.15 0.67
H10 -0.26 -2.11 2.43

Per-atom natural (NBO) charges, elementary charge units: atom 1 (C): 0.220, atom 2 (C): -0.691, atom 3 (C): -0.675, atom 4 (C): 0.215, atom 5 (C): 0.241, atom 6 (O): -0.784, atom 7 (N): -0.760, atom 8 (N): -0.567, atom 9 (H): 0.471, atom 10 (H): 0.208, atom 11 (H): 0.332, atom 12 (H): 0.370, atom 13 (H): 0.244, atom 14 (H): 0.245, atom 15 (H): 0.257, atom 16 (H): 0.219, atom 17 (H): 0.204, atom 18 (H): 0.249

---

Energies in kcal/mol, measured from the most stable structure: *i* 0.0; *ii* 91.8; *iii* 6.3; *iv* 84.8.

---

*i*
The following is a DFT calculation (ωB97M-V with the def2-TZVPD basis set) of a molecular structure, C5H10N2O.

Results
Spin multiplicity: 1
Kohn-Sham gap in eV: 8.41
HOMO level in eV: -7.71

Geometry (Å):
C1 0.72 1.14 -1.13
C2 0.82 0.51 1.34
C3 0.03 -1.16 -0.38
C4 0.25 0.22 -0.02
N1 0.82 -2.17 0.00
C5 -1.64 0.22 -0.27
O1 -1.10 -1.41 -0.92
N2 -2.39 0.29 0.74
H1 1.71 -1.99 0.44
H2 0.47 -3.11 -0.05
H3 -3.19 0.90 0.64
H4 -1.86 0.62 -1.26
H5 1.81 1.18 -1.18
H6 0.36 0.82 -2.11
H7 1.91 0.35 1.40
H8 0.61 1.55 1.60
H9 0.35 2.16 -0.95
H10 0.34 -0.11 2.10

Per-atom natural (NBO) charges, elementary charge units: atom 1 (C): -0.603, atom 2 (C): -0.626, atom 3 (C): 0.686, atom 4 (C): -0.218, atom 5 (N): -0.768, atom 6 (C): 0.300, atom 7 (O): -0.586, atom 8 (N): -0.817, atom 9 (H): 0.402, atom 10 (H): 0.414, atom 11 (H): 0.361, atom 12 (H): 0.149, atom 13 (H): 0.204, atom 14 (H): 0.220, atom 15 (H): 0.200, atom 16 (H): 0.231, atom 17 (H): 0.219, atom 18 (H): 0.231

---

*ii*
The following is a DFT calculation (ωB97M-V with the def2-TZVPD basis set) of 2 unconnected molecules or ions with the total composition C5H10N2O.

Results
Spin multiplicity: 1
SMILES: CCc1cnc[nH]1.O
Kohn-Sham gap in eV: 9.58
HOMO level in eV: -8.88

Geometry (Å):
C1 0.17 -0.36 -2.12
C2 1.11 -0.53 -0.91
C3 0.66 -0.03 0.43
C4 0.53 -0.66 1.64
N1 0.13 0.21 2.61
C5 0.00 1.37 2.01
N2 0.29 1.27 0.69
H1 -0.68 -1.04 -2.07
H2 -0.19 0.67 -2.23
H3 0.76 -0.61 -2.99
H4 2.08 -0.07 -1.14
H5 1.27 -1.60 -0.76
H6 0.85 -1.67 1.90
H7 -0.42 2.26 2.46
H8 0.31 2.04 0.04
H9 -1.87 -0.80 -0.38
H10 -2.35 -0.09 0.85
O1 -2.65 -0.36 -0.03

Per-atom natural (NBO) charges, elementary charge units: atom 1 (C): -0.600, atom 2 (C): -0.430, atom 3 (C): 0.087, atom 4 (C): -0.115, atom 5 (N): -0.456, atom 6 (C): 0.150, atom 7 (N): -0.525, atom 8 (H): 0.203, atom 9 (H): 0.206, atom 10 (H): 0.218, atom 11 (H): 0.213, atom 12 (H): 0.224, atom 13 (H): 0.211, atom 14 (H): 0.199, atom 15 (H): 0.417, atom 16 (H): 0.463, atom 17 (H): 0.472, atom 18 (O): -0.936

---

Energies in kcal/mol, measured from the most stable structure: *i* 57.7; *ii* 0.0.

---

*i*
The following is a DFT calculation (ωB97M-V with the def2-TZVPD basis set) of 2 unconnected molecules or ions with the total composition C5H10N2O.

Results
Spin multiplicity: 1
SMILES: [H]/N=C/C(=C)O.[H]/N=C\C
Kohn-Sham gap in eV: 9.13
HOMO level in eV: -8.63

Geometry (Å):
C1 2.00 -1.01 -0.05
C2 0.68 -1.56 -0.44
O1 -0.57 0.00 1.24
N1 0.09 -2.62 -0.18
H1 -1.24 -0.64 1.52
H2 0.61 -3.33 0.35
H3 2.25 -1.31 0.96
H4 1.95 0.08 -0.09
H5 2.76 -1.34 -0.77
C3 -0.32 1.96 -0.10
C4 -1.05 0.68 0.11
C5 -2.39 0.68 -0.13
N2 0.79 1.97 -0.69
H6 1.22 2.88 -0.75
H7 -0.76 2.83 0.41
H8 -0.12 -0.62 -0.87
H9 -2.88 1.54 -0.56
H10 -3.00 -0.19 0.04

Per-atom natural (NBO) charges, elementary charge units: atom 1 (C): -0.723, atom 2 (C): 0.225, atom 3 (O): -0.691, atom 4 (N): -0.673, atom 5 (H): 0.487, atom 6 (H): 0.334, atom 7 (H): 0.221, atom 8 (H): 0.257, atom 9 (H): 0.228, atom 10 (C): 0.093, atom 11 (C): 0.213, atom 12 (C): -0.456, atom 13 (N): -0.592, atom 14 (H): 0.346, atom 15 (H): 0.172, atom 16 (H): 0.146, atom 17 (H): 0.209, atom 18 (H): 0.205

---

*ii*
The following is a DFT calculation (ωB97M-V with the def2-TZVPD basis set) of 2 unconnected molecules or ions with the total composition C5H10N2O.

Results
Spin multiplicity: 1
SMILES: CCc1cnc[nH]1.O
Kohn-Sham gap in eV: 9.68
HOMO level in eV: -8.99

Geometry (Å):
C1 2.06 -1.44 -0.06
C2 0.88 -1.37 -1.00
C3 0.07 -0.11 -0.81
C4 -1.19 0.09 -0.35
N1 -1.37 1.42 0.01
C5 -0.25 2.01 -0.25
N2 0.67 1.13 -0.76
H1 1.82 -1.16 0.96
H2 2.82 -0.67 -0.29
H3 2.60 -2.38 -0.19
H4 1.14 -1.45 -2.07
H5 0.17 -2.17 -0.83
H6 -2.05 -0.54 -0.18
H7 0.06 3.03 -0.13
H8 1.64 1.25 -0.98
H9 -1.05 -1.30 1.70
H10 -1.38 0.08 2.22
O1 -1.32 -0.84 2.50

Per-atom natural (NBO) charges, elementary charge units: atom 1 (C): -0.611, atom 2 (C): -0.432, atom 3 (C): 0.104, atom 4 (C): -0.135, atom 5 (N): -0.471, atom 6 (C): 0.172, atom 7 (N): -0.534, atom 8 (H): 0.225, atom 9 (H): 0.192, atom 10 (H): 0.223, atom 11 (H): 0.216, atom 12 (H): 0.220, atom 13 (H): 0.220, atom 14 (H): 0.195, atom 15 (H): 0.415, atom 16 (H): 0.464, atom 17 (H): 0.478, atom 18 (O): -0.941

---

*iii*
The following is a DFT calculation (ωB97M-V with the def2-TZVPD basis set) of a single C5H10N2O molecule.

Results
Spin multiplicity: 1
SMILES: C=C(C/C=C/N)NO
Kohn-Sham gap in eV: 8.55
HOMO level in eV: -7.64

Geometry (Å):
C1 -0.19 -0.70 -1.27
N1 -0.86 -0.62 1.09
C2 -0.05 -1.25 0.14
N2 0.31 2.96 -0.28
C3 0.35 1.58 -0.23
C4 0.12 0.78 -1.29
C5 0.85 -2.21 0.43
O1 -1.01 -1.21 2.34
H1 -0.21 -0.94 2.83
H2 -1.75 -0.29 0.72
H3 0.14 3.40 0.62
H4 -0.26 3.33 -1.03
H5 0.49 -1.21 -1.96
H6 -1.22 -0.86 -1.61
H7 0.82 1.24 0.69
H8 0.01 1.23 -2.27
H9 1.47 -2.64 -0.35
H10 1.00 -2.58 1.43

Per-atom natural (NBO) charges, elementary charge units: atom 1 (C): -0.452, atom 2 (N): -0.338, atom 3 (C): 0.168, atom 4 (N): -0.811, atom 5 (C): 0.020, atom 6 (C): -0.322, atom 7 (C): -0.526, atom 8 (O): -0.549, atom 9 (H): 0.466, atom 10 (H): 0.365, atom 11 (H): 0.380, atom 12 (H): 0.373, atom 13 (H): 0.225, atom 14 (H): 0.208, atom 15 (H): 0.199, atom 16 (H): 0.190, atom 17 (H): 0.206, atom 18 (H): 0.199

---

Energies in kcal/mol, measured from the most stable structure: *i* 82.5; *ii* 0.0; *iii* 68.7.